Version i
9
Properties=species:S:1:pos:R:3 method="wB97M-V/def2-TZVPD" mol_weight_g_mol=92.05 charge=-1 orbital_gap_ev=8.891 lumo_ev=4.047
C 3.69103 0.30339 0.01246
C -0.20221 -1.53477 -0.25977
N -0.34525 -0.46210 0.34673
O 3.91534 -0.47257 0.89899
O 2.68508 0.72814 -0.50020
F 4.91704 0.79509 -0.66629
H -1.02450 -2.13040 -0.42056
H 0.70739 -1.91592 -0.77525
H 0.54220 0.00136 0.28210

Version ii
9
Properties=species:S:1:pos:R:3 method="wB97M-V/def2-TZVPD" mol_weight_g_mol=92.05 charge=-1 orbital_gap_ev=8.735 smiles="O=C([O-])NCF" lumo_ev=4.477
O -2.86708 -0.12590 0.05703
C -1.95078 -0.98568 0.13207
O -1.81363 -2.17886 0.04832
N -0.48242 -0.10978 0.57678
C 0.43992 0.05693 -0.39838
F 0.17447 1.09517 -1.45244
H -0.81328 0.68662 1.00555
H 0.85965 -0.86453 -0.88524
H 1.26519 0.67567 0.00366

The structure with the most favorable energy is version i; the runner-up is 0.0189 hartree above it.

Version i
14
Properties=species:S:1:pos:R:3 method="wB97M-V/def2-TZVPD" mol_weight_g_mol=212.01 charge=+1 orbital_gap_ev=8.535 lumo_ev=-4.636
C -0.68549 -1.21130 0.28127
C 1.45372 -0.57955 -0.73586
C 0.84995 1.86285 -0.73720
N -1.02877 -1.36497 1.45068
N 0.65560 -1.49864 -0.18745
N 1.20455 0.67540 -0.69246
I -2.42822 1.56533 0.37665
H -1.51626 -1.14996 -0.42705
H 2.41363 -0.84209 -1.15601
H 0.94365 2.49725 0.11035
H 0.56076 2.34783 -1.67951
H -2.95697 1.85829 1.72951
H 0.86271 -2.48616 -0.44200
H -0.32888 -1.67427 2.10909

Version ii
14
Properties=species:S:1:pos:R:3 method="wB97M-V/def2-TZVPD" mol_weight_g_mol=212.01 charge=+1 orbital_gap_ev=9.525 lumo_ev=-3.924
C -1.44442 1.19546 1.31159
C -0.05626 0.76689 -0.31846
C 1.01464 -1.16451 0.89052
N -0.76712 0.12746 1.69075
N -1.12200 1.52966 0.07332
N 0.08688 -0.10422 0.71750
I 0.65783 -1.81062 -2.98385
H -2.29850 1.56566 1.97810
H 0.46932 1.08696 -1.13526
H 1.96996 -0.78908 0.57465
H 0.89573 -1.59477 1.86248
H 0.68680 -1.80098 0.13786
H -1.50850 2.12126 -0.64953
H 1.41563 -1.12918 -4.14966

The structure with the most favorable energy is version ii; the runner-up is 0.0505 hartree above it.

Version i
16
Properties=species:S:1:pos:R:3 method="wB97M-V/def2-TZVPD" mol_weight_g_mol=124.08 charge=0 orbital_gap_ev=3.384 lumo_ev=-2.817
N -0.05820 2.09870 -0.47114
C 0.51175 1.10479 0.32883
C 0.15328 -0.49568 0.01069
N 1.35982 -1.05708 -0.70448
P 1.24743 -0.89794 -2.47563
O 0.87284 0.54424 -3.00122
H -0.67105 1.60023 -1.15626
H 1.25532 1.33636 1.20719
H -0.86554 -0.61719 -0.58295
H 0.02398 -1.09682 1.03316
H 2.55323 -1.22029 -3.05799
H 0.32129 -1.87385 -3.00686
O -1.56844 0.04903 2.79882
H -1.37950 -0.49272 3.60680
H -1.22172 0.97266 2.89281
H -2.53450 0.04559 2.57824

Version ii
16
Properties=species:S:1:pos:R:3 method="wB97M-V/def2-TZVPD" mol_weight_g_mol=124.08 charge=0 orbital_gap_ev=9.278 smiles="CCN=[P@@]([NH3+])([O-])O" lumo_ev=0.347
C -1.85105 -0.39017 0.79264
C -1.66691 -0.47278 -0.70912
N -0.28964 -0.54752 -1.03782
P 0.94730 -0.54965 -0.10037
N 1.75626 1.41605 0.23148
O 1.14746 -1.03149 1.31241
O 2.17144 -0.77242 -1.12505
H -1.19347 -1.09066 1.20057
H -1.52587 0.56388 1.19935
H -2.91067 -0.54947 1.04162
H -1.97747 -1.46771 -1.02077
H -2.08637 0.44629 -1.03967
H 0.91535 1.62339 0.76858
H 2.54721 1.23398 0.82082
H 1.96202 2.26472 -0.28623
H 2.05442 -0.67645 -2.04844

The structure with the most favorable energy is version ii; the runner-up is 0.2886 hartree above it.